A 10-piece molecular cluster, C42H47F4N3O3 overall. Source: the OMol25 dataset; level of theory: the ωB97M-V functional and the def2-TZVPD basis.

Calculated values
Molar mass   717.8 g/mol
Structure (SMILES)   Fc1ccccc1.Fc1ccccc1.Fc1ccccc1.Fc1ccccc1.c1ccncc1.c1ccncc1.c1ccncc1.CO.CO.CO
Highest occupied orbital energy   -8.56 eV
Frontier orbital gap   0.3296 hartree
LUMO level   0.4 eV

```
! RIJCOSX wB97M-V def2-TZVPD def2/J DEFGRID3
* xyz 0 1
F 5.73 -3.18 0.76
C 4.42 -3.46 0.93
C 3.98 -4.75 0.75
C 2.65 -5.05 1.03
C 1.82 -4.08 1.55
C 2.32 -2.82 1.87
C 3.60 -2.47 1.45
H 4.65 -5.49 0.33
H 2.26 -6.03 0.80
H 0.76 -4.28 1.71
H 1.76 -2.06 2.39
H 4.01 -1.49 1.63
F -3.73 1.93 -3.52
C -2.67 2.76 -3.63
C -1.81 2.59 -4.69
C -0.68 3.40 -4.80
C -0.46 4.42 -3.89
C -1.36 4.60 -2.84
C -2.47 3.78 -2.72
H -1.94 1.82 -5.44
H 0.00 3.12 -5.59
H 0.45 4.99 -4.02
H -1.14 5.27 -2.02
H -3.17 4.03 -1.93
F -4.83 -1.34 2.63
C -4.49 -1.64 1.37
C -4.93 -0.81 0.35
C -4.50 -1.08 -0.93
C -3.65 -2.14 -1.22
C -3.19 -2.94 -0.18
C -3.63 -2.69 1.11
H -5.56 0.04 0.58
H -4.79 -0.45 -1.76
H -3.25 -2.35 -2.20
H -2.54 -3.78 -0.41
H -3.30 -3.32 1.92
F -1.14 -2.63 2.67
C -0.48 -2.35 3.81
C -0.17 -3.39 4.65
C 0.53 -3.13 5.83
C 0.94 -1.83 6.13
C 0.58 -0.78 5.27
C -0.16 -1.04 4.14
H -0.34 -4.42 4.39
H 0.86 -3.92 6.49
H 1.63 -1.61 6.93
H 0.88 0.21 5.59
H -0.40 -0.26 3.43
C -1.31 0.57 -0.81
C -0.34 1.35 -1.43
C 0.94 1.37 -0.89
N 1.32 0.61 0.14
C 0.40 -0.24 0.61
C -0.93 -0.28 0.23
H -2.32 0.58 -1.18
H -0.61 2.07 -2.18
H 1.70 2.00 -1.35
H 0.77 -0.92 1.37
H -1.60 -1.00 0.68
C -4.05 4.32 3.02
C -3.57 3.15 2.44
C -2.93 3.23 1.22
N -2.76 4.40 0.58
C -3.32 5.49 1.11
C -3.98 5.51 2.33
H -4.57 4.22 3.97
H -3.80 2.22 2.93
H -2.54 2.41 0.63
H -3.20 6.36 0.47
H -4.41 6.43 2.70
C -0.81 -2.80 -3.14
C 0.05 -2.80 -2.04
C 0.47 -4.02 -1.53
N 0.09 -5.19 -2.07
C -0.73 -5.17 -3.11
C -1.18 -3.99 -3.72
H -1.05 -1.85 -3.59
H 0.32 -1.87 -1.56
H 1.12 -4.05 -0.67
H -0.93 -6.12 -3.58
H -1.77 -3.99 -4.62
C 4.82 1.06 -2.10
O 5.17 1.36 -0.76
H 3.76 1.28 -2.29
H 5.40 1.58 -2.87
H 4.96 -0.01 -2.27
H 5.75 2.12 -0.73
C 2.95 4.45 -3.11
O 3.07 5.41 -4.15
H 2.57 3.51 -3.51
H 3.93 4.22 -2.68
H 2.30 4.81 -2.32
H 3.85 5.22 -4.67
C 4.25 0.65 2.51
O 3.26 -0.28 2.12
H 3.80 1.63 2.70
H 4.75 0.31 3.42
H 5.01 0.75 1.74
H 2.86 0.05 1.29
*
```